# C32H36IrN3O4PSe2Si

A structure of composition C32H36IrN3O4PSe2Si in a non-equilibrium geometry (ωB97M-V/def2-TZVPD, OMol25).

The geometry in ORCA input format:
```
! wB97M-V def2-TZVPD RIJCOSX def2/J DEFGRID3
* xyz 0 2
Ir -0.32 0.33 0.13
Se 1.46 -0.20 -1.59
P 1.90 -1.87 -0.26
Se 1.07 -1.19 1.63
C 3.67 -2.22 -0.14
C 4.47 -1.46 0.71
C 5.84 -1.68 0.76
C 6.41 -2.65 -0.05
C 5.62 -3.41 -0.90
C 4.25 -3.20 -0.95
C 1.16 -3.42 -0.81
C 0.82 -3.62 -2.15
C 0.30 -4.84 -2.55
C 0.11 -5.85 -1.63
C 0.44 -5.65 -0.29
C 0.97 -4.44 0.12
H 4.01 -0.71 1.34
H 6.45 -1.09 1.43
H 7.48 -2.82 -0.01
H 6.07 -4.17 -1.53
H 3.64 -3.80 -1.60
H 0.94 -2.80 -2.85
H 0.02 -4.99 -3.59
H -0.32 -6.80 -1.94
H 0.27 -6.44 0.43
H 1.21 -4.27 1.16
C -4.25 1.38 1.44
C -2.93 1.23 0.77
N -1.93 0.62 1.33
O -2.15 -0.02 2.53
C -2.72 1.73 -0.56
C -3.74 2.51 -1.33
N -1.56 1.38 -1.11
O -1.26 1.67 -2.28
H -4.16 1.21 2.51
H -4.95 0.64 1.03
H -4.67 2.37 1.25
H -2.16 -0.98 2.22
H -4.71 2.00 -1.34
H -3.39 2.61 -2.36
H -3.89 3.50 -0.91
C -1.08 3.79 2.56
Si 0.45 2.74 2.38
C 0.49 1.47 3.73
C 1.97 3.82 2.49
N 0.46 2.02 0.73
C 0.99 2.93 -0.25
C 0.17 3.91 -0.80
C 0.70 4.82 -1.71
C 2.04 4.76 -2.05
C 2.85 3.78 -1.49
C 2.33 2.86 -0.59
H -1.04 4.27 3.55
H -2.00 3.20 2.52
H -1.14 4.59 1.81
H 0.32 2.00 4.67
H 1.46 0.97 3.79
H -0.29 0.72 3.63
H 2.04 4.25 3.49
H 1.95 4.63 1.77
H 2.87 3.23 2.32
H -0.88 3.93 -0.54
H 0.06 5.57 -2.14
H 2.45 5.47 -2.76
H 3.90 3.73 -1.76
H 2.95 2.09 -0.15
O -2.23 -2.28 1.16
C -1.96 -2.23 -0.04
O -1.24 -1.35 -0.63
C -2.52 -3.28 -0.96
C -2.57 -3.06 -2.34
C -3.10 -4.02 -3.17
C -3.57 -5.22 -2.64
C -3.51 -5.44 -1.27
C -2.99 -4.47 -0.43
H -2.18 -2.13 -2.74
H -3.16 -3.85 -4.24
H -3.98 -5.98 -3.30
H -3.87 -6.38 -0.86
H -2.96 -4.61 0.64
*
```

Summary:
highest occupied orbital energy (alpha / beta) = -7.4312 / -7.3290 eV
HOMO-LUMO gap (alpha / beta) = 7.43 / 4.85 eV
ΔE to the lowest compared entry with this formula, charge and spin = 85.0 kJ/mol
DFT total energy = -7244.31933 hartree

=====

# C32H37BN12O5S5Ti

A structure of composition C32H37BN12O5S5Ti (ωB97M-V/def2-TZVPD, OMol25).

The geometry in ORCA input format:
```
! wB97M-V def2-TZVPD RIJCOSX def2/J DEFGRID3
* xyz -1 4
Ti 1.11 -0.95 0.15
C 0.50 -3.39 3.46
C 0.48 -3.33 2.09
N 1.32 -2.45 1.39
N 1.84 -1.38 3.75
C 1.20 -2.47 4.24
B 1.17 -0.02 3.65
N 2.03 0.89 2.72
C 2.77 1.98 3.00
C 3.51 2.31 1.88
C 3.16 1.35 0.94
N 2.26 0.50 1.43
N -0.28 -0.08 3.05
C -1.45 0.29 3.62
C -2.48 -0.04 2.77
C -1.85 -0.61 1.67
N -0.53 -0.61 1.84
N 1.03 0.52 5.11
C 0.32 -0.12 6.08
C 0.53 0.53 7.27
C 1.41 1.57 6.94
N 1.71 1.55 5.65
H -0.04 -4.17 3.97
H -0.16 -3.98 1.49
H 1.27 -2.62 5.31
H 2.74 2.40 3.98
H 4.21 3.12 1.77
H 3.54 1.20 -0.06
H -1.47 0.77 4.58
H -3.54 0.12 2.92
H -2.28 -1.00 0.76
H -0.28 -0.98 5.84
H 0.10 0.29 8.23
H 1.84 2.33 7.57
O 2.33 -7.84 -1.77
C 2.15 -6.69 -1.44
S 3.13 -5.85 -0.24
C 2.24 -4.34 -0.25
C 1.15 -4.25 -1.04
S 0.04 -2.94 -1.30
S 0.78 -5.71 -1.97
S 2.79 -3.10 0.89
C -6.36 -1.99 -1.24
C -5.51 -1.16 -2.19
S -5.09 0.38 -1.40
O -6.30 1.13 -1.19
O -4.22 0.11 -0.28
C -4.13 1.25 -2.65
C -3.24 2.32 -2.03
N -2.05 1.86 -1.31
C -1.34 0.71 -1.44
N -0.38 0.64 -0.53
C -0.44 1.79 0.21
C -1.45 2.56 -0.27
N -1.77 3.87 0.18
O -1.22 4.26 1.18
O -2.60 4.52 -0.45
C -1.58 -0.37 -2.43
H -6.60 -2.94 -1.71
H -7.29 -1.48 -1.00
H -5.82 -2.20 -0.32
H -6.04 -0.90 -3.11
H -4.57 -1.65 -2.44
H -4.86 1.76 -3.28
H -3.60 0.52 -3.26
H -3.85 2.87 -1.31
H -2.94 3.03 -2.79
H 0.24 2.01 1.02
H -1.74 0.02 -3.43
H -2.42 -0.99 -2.13
H -0.69 -0.99 -2.46
C 0.81 1.73 -4.01
N 1.37 2.72 -3.11
C 2.06 3.74 -3.87
C 2.15 2.13 -2.00
C 2.84 0.81 -2.28
C 3.91 0.86 -3.19
C 4.57 -0.28 -3.60
C 4.15 -1.50 -3.08
C 3.12 -1.54 -2.15
C 2.43 -0.40 -1.67
H 1.52 1.41 -4.79
H -0.08 2.13 -4.51
H 0.55 0.84 -3.45
H 2.87 3.34 -4.51
H 2.49 4.48 -3.20
H 1.35 4.24 -4.53
H 1.49 2.00 -1.15
H 2.88 2.90 -1.70
H 4.22 1.82 -3.58
H 5.39 -0.23 -4.30
H 4.63 -2.42 -3.39
H 2.84 -2.52 -1.80
*
```

Summary:
highest occupied orbital energy (alpha / beta) = -3.6561 / -4.7269 eV
HOMO-LUMO gap (alpha / beta) = 5.03 / 6.10 eV
ΔE to the lowest compared entry with this formula, charge and spin = 415.7 kJ/mol
DFT total energy = -5140.15447 hartree